{"formula": "C18H61BO22P", "method": "the ωB97M-V functional and the def2-TZVPD basis", "total_charge": -1, "energy_ha": -2744.03730, "homo_lumo_gap_ev": 6.08, "elements": ["C", "C", "O", "O", "C", "C", "C", "C", "C", "C", "C", "C", "O", "P", "C", "C", "C", "C", "C", "C", "C", "C", "O", "B", "O", "O", "O", "H", "H", "H", "H", "H", "H", "H", "H", "H", "H", "H", "H", "H", "H", "H", "H", "H", "H", "H", "H", "H", "H", "H", "H", "H", "H", "H", "H", "H", "H", "H", "O", "H", "H", "O", "H", "H", "O", "H", "H", "O", "H", "H", "O", "H", "H", "O", "H", "H", "O", "H", "H", "O", "H", "H", "O", "H", "H", "O", "H", "H", "O", "H", "H", "O", "H", "H", "O", "H", "H", "O", "H", "H", "O", "H", "H"], "xyz": [[1.64, -3.66, 1.29], [2.78, -2.59, 1.09], [3.68, -2.51, 1.90], [2.62, -1.76, 0.00], [3.79, -1.73, -0.86], [4.06, -0.28, -1.43], [3.82, 0.75, -0.25], [2.32, 1.25, -0.25], [1.77, 1.60, 1.18], [0.69, 2.73, 1.21], [-0.44, 2.54, 0.11], [-1.75, 3.46, 0.25], [-2.96, 2.68, 0.33], [-2.50, 1.12, -0.31], [-3.32, 0.10, 1.14], [-4.42, -0.78, 0.46], [-5.83, -0.42, 0.40], [-6.77, -1.31, -0.31], [-6.27, -2.54, -0.95], [-4.85, -2.92, -0.90], [-4.24, -4.18, -1.58], [-3.95, -2.02, -0.19], [-2.06, 1.95, -1.83], [-2.21, 1.16, -2.95], [-1.44, 1.54, -4.11], [-3.07, 0.06, -3.11], [-0.93, 1.21, 0.40], [1.75, -4.48, 0.54], [0.68, -3.09, 1.17], [1.77, -4.04, 2.33], [3.57, -2.43, -1.72], [4.73, -2.06, -0.34], [5.11, -0.25, -1.84], [3.37, -0.12, -2.30], [4.48, 1.66, -0.36], [4.02, 0.21, 0.71], [1.70, 0.41, -0.69], [2.23, 2.11, -0.97], [1.44, 0.64, 1.65], [2.67, 2.00, 1.77], [1.15, 3.74, 1.01], [0.21, 2.76, 2.22], [0.16, 2.67, -0.84], [-1.61, 4.01, 1.23], [-1.91, 4.24, -0.55], [-3.83, 1.08, -0.86], [-2.07, -0.18, -0.75], [-3.83, 0.82, 1.85], [-2.59, -0.55, 1.68], [-6.19, 0.53, 0.86], [-7.85, -1.06, -0.39], [-6.97, -3.20, -1.52], [-4.60, -5.15, -1.17], [-3.12, -4.13, -1.44], [-4.40, -4.08, -2.70], [-2.87, -2.28, -0.13], [-1.11, 2.44, -3.93], [-2.59, -0.72, -3.44], [6.11, -4.18, 1.45], [5.47, -3.53, 1.79], [5.57, -4.95, 1.24], [0.98, -0.18, -3.66], [0.13, 0.28, -3.76], [1.41, 0.28, -2.92], [-4.61, 3.64, -4.14], [-4.20, 4.44, -3.79], [-3.86, 3.03, -4.27], [4.23, 1.26, 3.22], [4.99, 1.38, 3.80], [4.18, 0.31, 3.09], [6.75, 0.36, 3.05], [6.75, -0.55, 2.71], [6.26, 0.86, 2.38], [5.70, 2.97, 0.34], [5.76, 3.59, -0.39], [6.22, 3.38, 1.04], [5.25, -5.23, 4.11], [6.07, -4.72, 4.04], [4.60, -4.69, 3.64], [-4.03, 6.27, -2.04], [-4.31, 7.10, -1.65], [-4.58, 5.61, -1.59], [1.42, 0.14, 4.00], [1.66, -0.32, 4.81], [2.24, 0.56, 3.71], [-0.40, -3.37, -1.09], [0.25, -4.04, -1.35], [0.05, -2.53, -1.26], [-4.94, -3.71, -5.13], [-4.14, -3.18, -5.23], [-5.63, -3.17, -5.54], [1.42, 3.82, 3.92], [1.83, 4.63, 4.24], [2.16, 3.22, 3.79], [-4.96, 8.52, -3.87], [-4.07, 8.24, -4.09], [-5.51, 8.09, -4.54], [7.50, -1.95, 5.18], [7.54, -1.29, 4.48], [8.32, -2.45, 5.08], [-6.33, -5.23, 1.12], [-7.24, -5.27, 1.41], [-6.32, -4.50, 0.48]], "lowdin_charge": [0.030, -0.461, 0.053, -0.045, -0.156, -0.145, -0.182, -0.191, -0.192, -0.159, -0.334, -0.203, -0.294, 0.598, -0.235, -0.258, -0.052, -0.087, -0.100, -0.261, -0.063, -0.008, -0.095, -0.860, 0.073, 0.114, -0.255, 0.088, 0.095, 0.087, 0.133, 0.120, 0.113, 0.094, 0.075, 0.092, 0.100, 0.114, 0.103, 0.090, 0.119, 0.101, 0.119, 0.112, 0.108, 0.052, 0.037, 0.076, 0.076, 0.101, 0.082, 0.094, 0.071, 0.062, 0.063, 0.095, 0.103, 0.104, -0.067, -0.015, 0.043, -0.060, 0.001, -0.001, -0.050, 0.012, 0.019, -0.064, 0.046, 0.043, -0.054, 0.047, 0.030, -0.060, 0.053, 0.047, -0.064, 0.024, 0.013, -0.065, 0.029, 0.048, -0.050, 0.039, -0.021, -0.059, 0.032, 0.038, -0.062, 0.035, 0.037, -0.052, 0.036, 0.019, -0.065, 0.033, 0.037, -0.051, -0.001, 0.038, -0.070, 0.028, -0.009]}

---

{"formula": "C29H45BN7OPdS3", "method": "the ωB97M-V functional and the def2-TZVPD basis", "total_charge": -1, "de_lowest_kcal_mol": 12.00, "energy_ha": -2938.10719, "homo_lumo_gap_ev": 5.72, "elements": ["Pd", "C", "C", "C", "C", "N", "C", "C", "N", "B", "N", "C", "C", "N", "C", "S", "C", "C", "C", "C", "N", "C", "C", "N", "C", "S", "C", "C", "C", "C", "C", "S", "H", "H", "H", "H", "H", "H", "H", "H", "H", "H", "H", "H", "H", "H", "H", "H", "H", "H", "H", "H", "H", "H", "H", "H", "H", "H", "H", "H", "H", "H", "H", "H", "H", "H", "O", "C", "C", "C", "C", "C", "C", "C", "C", "N", "H", "H", "H", "H", "H", "H", "H", "H", "H", "H", "H"], "xyz": [[-0.79, -1.25, -1.98], [-4.92, -1.65, 1.09], [-4.96, -0.20, 1.55], [-5.58, -0.15, 2.95], [-5.81, 0.67, 0.62], [-3.58, 0.33, 1.61], [-2.93, 0.72, 2.77], [-1.66, 1.03, 2.44], [-1.52, 0.86, 1.09], [-0.20, 0.82, 0.28], [0.99, 0.50, 1.19], [2.07, 1.32, 1.44], [2.93, 0.65, 2.24], [2.38, -0.61, 2.46], [1.17, -0.69, 1.81], [0.09, -1.99, 1.74], [2.96, -1.63, 3.37], [4.30, -1.12, 3.91], [2.01, -1.85, 4.55], [3.22, -2.93, 2.61], [0.00, 2.16, -0.46], [-0.26, 3.39, 0.10], [-0.15, 4.32, -0.86], [0.20, 3.67, -2.04], [0.24, 2.32, -1.79], [0.44, 1.08, -2.93], [0.27, 4.33, -3.36], [-1.03, 4.04, -4.11], [0.42, 5.84, -3.15], [1.49, 3.87, -4.16], [-2.69, 0.42, 0.57], [-2.97, 0.06, -1.08], [-5.94, -2.06, 1.08], [-4.32, -2.25, 1.79], [-4.49, -1.73, 0.10], [-6.60, -0.53, 2.88], [-5.63, 0.87, 3.34], [-5.03, -0.78, 3.66], [-6.83, 0.28, 0.60], [-5.40, 0.68, -0.38], [-5.84, 1.70, 1.00], [-3.41, 0.74, 3.73], [-0.84, 1.33, 3.06], [-0.44, 0.02, -0.54], [2.16, 2.30, 1.00], [3.89, 0.95, 2.61], [4.18, -0.21, 4.50], [5.01, -0.94, 3.11], [4.71, -1.89, 4.57], [1.88, -0.91, 5.10], [2.44, -2.59, 5.23], [1.04, -2.20, 4.20], [3.95, -2.76, 1.81], [2.30, -3.31, 2.17], [3.63, -3.67, 3.30], [-0.52, 3.50, 1.14], [-0.28, 5.39, -0.79], [-1.88, 4.41, -3.54], [-1.14, 2.96, -4.24], [-1.02, 4.51, -5.09], [-0.47, 6.29, -2.70], [0.56, 6.31, -4.12], [1.28, 6.07, -2.52], [1.40, 2.84, -4.49], [2.40, 3.96, -3.56], [1.59, 4.52, -5.03], [2.93, -0.32, -1.31], [3.21, -1.63, -0.85], [3.59, -2.59, -1.97], [2.47, -2.80, -3.00], [1.17, -3.34, -2.43], [1.13, -4.23, -1.38], [-0.12, -4.63, -0.87], [-1.26, -4.14, -1.42], [-1.16, -3.26, -2.53], [0.06, -2.90, -3.07], [2.04, -0.29, -1.69], [2.36, -2.03, -0.28], [4.05, -1.53, -0.16], [3.89, -3.54, -1.54], [4.46, -2.18, -2.49], [2.82, -3.48, -3.78], [2.24, -1.86, -3.49], [2.04, -4.59, -0.93], [-0.16, -5.30, -0.02], [-2.24, -4.40, -1.04], [-2.02, -3.12, -3.19]], "lowdin_charge": [0.275, -0.045, -0.561, -0.067, -0.056, -0.001, -0.057, -0.079, 0.034, -0.701, 0.055, -0.052, -0.057, 0.000, -0.714, 0.664, -0.558, -0.064, -0.053, -0.051, 0.053, -0.060, -0.056, -0.008, -0.639, 0.697, -0.561, -0.037, -0.065, -0.070, -0.654, 0.644, 0.082, 0.091, 0.035, 0.084, 0.082, 0.083, 0.082, 0.023, 0.086, 0.100, 0.121, -0.009, 0.117, 0.100, 0.081, 0.085, 0.085, 0.085, 0.082, 0.030, 0.073, 0.031, 0.083, 0.119, 0.100, 0.087, 0.055, 0.085, 0.075, 0.082, 0.089, 0.016, 0.092, 0.079, -0.100, -0.279, -0.187, -0.149, -0.330, -0.080, -0.135, -0.118, -0.307, -0.012, -0.020, 0.087, 0.102, 0.098, 0.107, 0.110, 0.102, 0.097, 0.093, 0.090, 0.084]}

---

{"formula": "C6H10O", "method": "the ωB97M-V functional and the def2-TZVPD basis", "de_lowest_kcal_mol": 120.29, "energy_ha": -309.65068, "homo_lumo_gap_ev": 8.19, "elements": ["C", "C", "C", "C", "C", "C", "H", "H", "H", "H", "H", "H", "H", "H", "H", "H", "O"], "xyz": [[1.23, -0.79, 0.69], [2.38, -0.13, 0.55], [0.21, -0.24, -1.42], [0.02, -0.72, -0.18], [-1.27, -0.92, 0.49], [-2.39, -0.28, -0.03], [0.98, -1.36, 1.59], [3.12, -0.16, 1.35], [2.51, 0.59, -0.24], [-0.60, -0.11, -2.12], [1.24, -0.22, -1.73], [-2.23, -1.46, -0.26], [-3.27, -0.16, 0.60], [-2.45, 0.34, -0.94], [-0.51, 1.95, 0.91], [0.74, 1.41, 0.28], [0.29, 2.25, 0.47]], "lowdin_charge": [-0.159, 0.009, 0.076, -0.375, -0.101, -0.078, 0.099, 0.069, 0.062, 0.070, 0.070, 0.146, 0.083, 0.087, 0.032, -0.031, -0.058]}

---

{"formula": "C4H6O2S2", "method": "the ωB97M-V functional and the def2-TZVPD basis", "de_lowest_kcal_mol": 112.61, "energy_ha": -1102.71848, "smiles": "COC(=S)COC=S", "homo_lumo_gap_ev": 8.36, "elements": ["C", "O", "C", "S", "C", "O", "C", "S", "H", "H", "H", "H", "H", "H"], "xyz": [[1.48, -1.32, -1.54], [1.31, 0.11, -1.65], [0.96, 0.80, -0.53], [0.81, 2.42, -0.37], [0.55, -0.04, 0.84], [0.10, -1.32, 0.47], [-1.24, -1.62, 0.76], [-2.42, -0.56, 1.23], [0.37, -1.61, -1.75], [2.00, -1.44, -2.58], [1.89, -1.74, -0.66], [1.45, -0.09, 1.72], [-0.43, 0.69, 1.29], [-1.29, -2.80, 0.44]], "lowdin_charge": [-0.056, -0.155, -0.785, 0.702, -0.254, -0.294, -0.626, 0.705, 0.123, 0.138, 0.081, 0.186, 0.093, 0.143]}

---

Respective maximum force values: 3.5, 0.8, 1.3, 6.2 eV/Å.